(1)
66
Properties=species:S:1:pos:R:3 method="wB97M-V/def2-TZVPD" molar_mass_g_mol=531.46 smiles="Nc1nc2c(ncn2[C@@H]2O[C@@H]3CO[P@](=O)(O)O[C@H]3[C@H]2O)c(=O)[nH]1.CNC(=O)[C@H](CC(C)C)NC(C)=O" orbital_gap_ev=8.6638 total_charge=0
N -0.702 -2.653 -0.600
C -0.740 -2.053 0.606
N -1.672 -1.155 0.769
C -1.717 -0.481 1.994
C -0.814 -0.700 3.006
N -1.071 0.149 4.089
C -2.118 0.848 3.730
N -2.565 0.505 2.464
C -3.684 1.178 1.788
O -4.803 0.282 1.698
C -5.401 0.463 0.413
C -6.226 -0.683 -0.165
O -6.762 -0.374 -1.462
P -5.687 0.252 -2.523
O -6.379 0.936 -3.631
O -4.936 -0.951 -3.219
O -4.624 1.248 -1.769
C -4.212 0.727 -0.500
C -3.361 1.637 0.363
O -3.776 2.994 0.158
C 0.227 -1.707 2.730
O 1.155 -1.964 3.484
N 0.211 -2.370 1.533
H 0.196 -3.027 -0.890
H -1.291 -2.205 -1.293
H -2.576 1.610 4.354
H -3.972 2.062 2.366
H -6.046 1.349 0.460
H -5.610 -1.588 -0.218
H -7.056 -0.894 0.517
H -5.612 -1.185 -3.868
H -3.657 -0.206 -0.660
H -2.301 1.528 0.125
H -3.937 3.124 -0.798
H 1.045 -2.881 1.264
C 5.188 -3.510 -1.627
N 4.855 -2.152 -1.206
C 3.847 -1.832 -0.389
O 3.077 -2.687 0.050
C 3.638 -0.361 0.040
C 2.317 0.187 -0.535
C 1.879 1.584 -0.057
C 0.493 1.875 -0.631
C 1.792 1.696 1.466
N 4.737 0.599 -0.199
C 5.313 0.915 -1.360
C 6.378 1.984 -1.306
O 5.031 0.387 -2.426
H 4.342 -3.950 -2.158
H 6.056 -3.495 -2.288
H 5.411 -4.123 -0.752
H 5.349 -1.380 -1.637
H 3.513 -0.422 1.122
H 2.396 0.206 -1.623
H 1.528 -0.518 -0.280
H 2.576 2.337 -0.425
H 0.544 1.885 -1.720
H -0.202 1.100 -0.315
H 0.141 2.848 -0.288
H 2.779 1.591 1.911
H 1.136 0.925 1.862
H 1.398 2.673 1.743
H 5.069 1.102 0.608
H 6.777 2.136 -2.308
H 7.178 1.668 -0.640
H 5.938 2.912 -0.947



(2)
52
Properties=species:S:1:pos:R:3 method="wB97M-V/def2-TZVPD" molar_mass_g_mol=304.45 smiles="C=CCc1ccc(OCCCC[NH2+]C2CCCC2)c(OC)c1" e_above_lowest_kj_mol=115.5 orbital_gap_ev=9.0287 total_charge=+1
C -6.488 -0.307 -0.040
C -5.520 -0.153 -0.922
C -4.561 1.006 -0.933
C -3.162 0.499 -0.730
C -2.279 0.377 -1.794
C -1.010 -0.133 -1.588
C -0.614 -0.520 -0.322
O 0.684 -1.000 -0.097
C 0.837 -2.398 -0.343
C 2.268 -2.825 -0.038
C 3.329 -2.291 -1.010
C 3.911 -0.934 -0.622
N 2.944 0.166 -0.825
C 3.341 1.466 -0.208
C 2.473 2.595 -0.756
C 1.165 2.513 0.040
C 1.527 1.834 1.374
C 3.019 1.477 1.283
C -1.495 -0.416 0.766
O -1.006 -0.827 1.964
C -1.850 -0.759 3.094
C -2.763 0.098 0.540
H -7.153 -1.152 -0.069
H -6.668 0.414 0.740
H -5.358 -0.888 -1.699
H -4.631 1.521 -1.893
H -4.826 1.706 -0.139
H -2.580 0.678 -2.785
H -0.322 -0.232 -2.416
H 0.579 -2.618 -1.388
H 0.146 -2.947 0.305
H 2.280 -3.914 -0.077
H 2.514 -2.531 0.983
H 4.160 -2.996 -1.031
H 2.920 -2.249 -2.022
H 4.806 -0.727 -1.214
H 4.196 -0.950 0.431
H 2.807 0.307 -1.830
H 2.002 -0.156 -0.440
H 4.403 1.618 -0.416
H 2.316 2.528 -1.832
H 2.975 3.541 -0.556
H 0.745 3.503 0.195
H 0.419 1.927 -0.498
H 1.345 2.494 2.218
H 0.927 0.939 1.526
H 3.624 2.247 1.759
H 3.242 0.532 1.775
H -2.143 0.272 3.309
H -2.743 -1.376 2.962
H -1.261 -1.148 3.922
H -3.467 0.187 1.352



(3)
71
Properties=species:S:1:pos:R:3 method="wB97M-V/def2-TZVPD" molar_mass_g_mol=903.61 e_above_lowest_kj_mol=0.0 orbital_gap_ev=6.4692 total_charge=-2
Bi 1.564 -1.336 -0.135
C -0.316 1.868 -2.304
C -1.125 1.947 -1.016
C -2.602 2.183 -1.320
C -0.568 3.033 -0.103
O -0.955 0.677 -0.385
Si -1.662 -0.082 0.871
S -0.194 -1.249 1.795
O -3.007 -0.909 0.396
C -3.167 -2.027 -0.490
C -2.326 -1.845 -1.745
C -2.788 -3.315 0.230
C -4.649 -2.038 -0.849
O -2.278 1.081 1.868
C -3.231 0.989 2.920
C -4.631 1.122 2.325
C -3.098 -0.329 3.680
C -2.934 2.161 3.850
H -0.393 2.802 -2.865
H -0.677 1.047 -2.926
H 0.731 1.687 -2.060
H -2.731 3.141 -1.829
H -3.181 2.196 -0.395
H -2.991 1.390 -1.963
H -0.607 4.003 -0.606
H 0.468 2.802 0.151
H -1.152 3.086 0.817
H -1.264 -1.787 -1.505
H -2.606 -0.926 -2.265
H -2.458 -2.696 -2.415
H -1.734 -3.310 0.506
H -2.956 -4.173 -0.424
H -3.390 -3.426 1.136
H -4.922 -1.102 -1.341
H -5.252 -2.144 0.055
H -4.872 -2.869 -1.521
H -4.810 0.310 1.620
H -4.717 2.071 1.791
H -5.389 1.093 3.111
H -3.308 -1.174 3.023
H -3.804 -0.351 4.514
H -2.085 -0.442 4.068
H -2.997 3.098 3.295
H -1.924 2.067 4.250
H -3.646 2.190 4.678
F 7.839 1.392 2.366
C 7.310 1.692 1.166
C 6.189 1.101 0.733
N 5.644 1.372 -0.495
C 4.329 0.815 -0.786
C 3.220 1.564 -0.028
O 3.462 2.680 0.416
O 2.105 0.942 0.042
C 6.178 2.327 -1.322
O 5.723 2.642 -2.402
N 7.348 2.904 -0.840
C 7.993 2.687 0.368
O 9.010 3.289 0.663
H 5.657 0.367 1.329
H 4.332 -0.235 -0.488
H 4.151 0.888 -1.857
H 7.750 3.606 -1.441
F 1.621 -6.411 -1.673
C 1.751 -5.354 -2.490
F 2.942 -4.798 -2.252
F 1.770 -5.828 -3.751
S 0.377 -4.146 -2.264
O -0.798 -4.927 -2.571
O 0.709 -3.092 -3.195
O 0.513 -3.772 -0.861
Se 3.508 -2.222 1.146



(4)
73
Properties=species:S:1:pos:R:3 method="wB97M-V/def2-TZVPD" molar_mass_g_mol=904.71 orbital_gap_ev=2.0601 total_charge=+2
C -0.211 -0.235 4.487
C 0.876 -1.208 4.067
O 2.029 -1.034 4.394
O 0.530 -2.278 3.272
C -0.399 -3.179 3.893
C -0.986 -4.132 2.873
C -1.582 -3.434 1.636
C -2.205 -2.072 1.953
C -3.146 -1.577 0.863
C -2.531 -1.587 -0.542
Si -1.123 -0.345 -0.744
C 0.501 -1.278 -0.895
C 0.401 -2.574 -1.734
C 1.716 -3.243 -1.875
F 1.906 -4.363 -1.195
C 2.733 -2.777 -2.663
F 3.896 -2.434 -2.194
F 2.605 -2.588 -3.964
C -1.476 0.705 -2.329
C -0.476 0.424 -3.484
C 0.596 1.544 -3.724
F 0.253 2.663 -3.145
F 0.526 1.840 -5.149
C 2.049 1.194 -3.286
F 2.116 1.470 -1.994
F 2.276 -0.142 -3.381
S 3.460 2.095 -4.186
F 4.401 0.869 -3.908
F 2.971 1.374 -5.548
F 2.529 3.333 -4.416
F 3.956 2.729 -2.851
F 4.588 2.800 -4.969
O -1.108 0.522 0.673
Si -0.202 1.942 0.804
C -1.308 3.222 1.635
C -0.513 4.563 1.772
C -1.312 5.682 1.093
Cl -0.256 4.940 3.496
P 1.665 1.824 2.038
O 1.071 1.881 3.561
Br 2.572 -0.206 1.832
H -0.855 -0.614 5.271
H 0.272 0.674 4.816
H -0.787 0.031 3.601
H 0.135 -3.760 4.646
H -1.208 -2.657 4.402
H -0.187 -4.781 2.522
H -1.783 -4.705 3.336
H -0.777 -3.292 0.909
H -2.357 -4.046 1.175
H -2.815 -2.202 2.849
H -1.439 -1.351 2.215
H -3.449 -0.557 1.091
H -4.053 -2.178 0.877
H -3.317 -1.228 -1.217
H -2.267 -2.580 -0.902
H 0.777 -1.582 0.115
H 1.345 -0.689 -1.257
H -0.108 -2.456 -2.699
H -0.211 -3.271 -1.164
H -1.641 1.757 -2.116
H -2.445 0.341 -2.667
H -1.101 0.334 -4.409
H -0.040 -0.578 -3.313
H 0.180 2.509 -0.507
H -1.462 2.828 2.637
H -2.254 3.331 1.112
H 0.452 4.440 1.285
H -0.917 6.633 1.431
H -1.181 5.557 0.020
H -2.350 5.561 1.379
H 1.850 1.963 4.126
Sn 0.602 -0.363 -5.731



(5)
61
Properties=species:S:1:pos:R:3 method="wB97M-V/def2-TZVPD" molar_mass_g_mol=531.17 orbital_gap_ev=5.5434 total_charge=+1
C 4.263 -3.362 2.308
C 2.849 -4.154 2.393
O 1.813 -3.196 2.753
C 0.517 -3.603 2.228
C 0.145 -2.942 0.808
C 1.089 -1.692 0.402
C 0.870 -0.483 1.446
C 0.118 0.804 0.833
C 1.076 1.846 0.066
C 0.305 3.266 0.353
C -1.257 3.237 -0.046
C -2.280 3.249 1.196
S -3.171 1.641 1.484
C -4.935 1.760 0.963
S -6.000 2.988 1.407
N -5.486 0.680 0.099
C -5.146 0.318 -1.273
C -5.956 -0.913 -1.753
N -6.831 -1.267 -0.618
C -6.522 -0.307 0.419
C 2.570 2.065 0.686
Cl 3.464 3.608 0.273
S 3.586 0.765 -0.237
C 2.544 1.051 -1.725
C 3.184 0.611 -3.119
C 2.405 -0.681 -3.736
F 4.579 0.225 -2.996
N 1.364 1.603 -1.408
P 0.309 1.962 -2.814
S -1.064 0.620 -3.076
H 5.051 -3.948 2.905
H 4.147 -2.309 2.755
H 4.522 -3.253 1.198
H 2.882 -4.958 3.221
H 2.574 -4.589 1.364
H 0.493 -4.758 2.154
H -0.263 -3.216 2.989
H -0.963 -2.627 0.868
H 0.260 -3.714 -0.045
H 0.811 -1.273 -0.644
H 2.197 -1.999 0.420
H 0.167 -0.889 2.276
H 1.854 -0.234 1.990
H -0.346 1.357 1.741
H -0.792 0.498 0.184
H 0.794 4.104 -0.251
H 0.360 3.442 1.488
H -1.553 2.356 -0.722
H -1.463 4.194 -0.666
H -1.754 3.525 2.185
H -3.088 4.035 0.968
H -4.364 0.808 -1.939
H -5.929 -1.467 -2.744
H -7.092 -0.440 1.394
H 2.565 1.820 1.800
H 3.122 1.424 -3.936
H 1.870 -0.391 -4.721
H 3.118 -1.549 -3.939
H 1.604 -1.019 -2.995
H -0.245 3.283 -2.573
H 1.062 2.090 -4.041



(6)
58
Properties=species:S:1:pos:R:3 method="wB97M-V/def2-TZVPD" molar_mass_g_mol=542.46 orbital_gap_ev=6.5318 total_charge=+3
Lu 0.168 0.589 -0.171
C -2.527 -0.702 -2.613
N -1.283 0.107 -2.528
C -0.273 -0.488 -3.439
C -1.646 1.460 -3.029
C -0.523 2.466 -2.913
N -0.131 2.719 -1.506
C -1.184 3.550 -0.867
C 1.144 3.488 -1.540
H -3.114 -0.424 -3.491
H -3.150 -0.550 -1.731
H -2.292 -1.760 -2.728
H -0.586 -0.405 -4.484
H -0.137 -1.544 -3.213
H 0.696 0.006 -3.339
H -2.525 1.796 -2.480
H -1.932 1.389 -4.083
H -0.850 3.402 -3.375
H 0.354 2.129 -3.466
H -1.300 4.495 -1.403
H -0.927 3.770 0.164
H -2.142 3.033 -0.870
H 1.073 4.316 -2.249
H 1.969 2.844 -1.856
H 1.375 3.897 -0.562
F 1.740 -4.000 2.825
C 1.780 -2.661 2.762
C 1.476 -2.068 1.551
C 1.447 -0.680 1.411
C 1.823 0.084 2.532
C 2.113 -0.553 3.743
F 2.401 0.177 4.818
C 2.076 -1.927 3.890
C 1.920 1.561 2.451
C 2.975 2.230 3.063
C 3.014 3.612 3.053
C 1.955 4.296 2.470
C 0.961 3.569 1.858
N 0.945 2.223 1.780
H 1.296 -2.716 0.705
H 2.277 -2.396 4.844
H 3.756 1.671 3.555
H 3.834 4.145 3.516
H 1.901 5.375 2.490
H 0.108 4.097 1.457
N -1.384 -5.859 0.409
C -2.222 -4.619 0.232
C -1.514 -3.320 0.674
N -0.933 -2.469 -0.384
H -1.924 -6.693 0.159
H -1.104 -5.974 1.387
H -0.540 -5.864 -0.165
H -3.115 -4.769 0.836
H -2.529 -4.570 -0.812
H -0.729 -3.557 1.396
H -2.247 -2.718 1.207
H -1.643 -2.268 -1.080
H -0.170 -2.940 -0.859



(7)
74
Properties=species:S:1:pos:R:3 method="wB97M-V/def2-TZVPD" molar_mass_g_mol=658.43 smiles="O=C1OC[C@@H](F)O1.O=C1OC[C@@H](F)O1.O=C1OC[C@@H](F)O1.O=C1OC[C@@H](F)O1.O=C1OC[C@@H](F)O1.CO.CO.CO.CO" orbital_gap_ev=10.6225 total_charge=0
O -5.028 -1.898 -5.444
C -4.102 -1.253 -5.108
O -2.889 -1.687 -4.803
C -2.167 -0.657 -4.172
C -2.801 0.575 -4.723
F -2.202 1.016 -5.909
O -4.123 0.148 -4.992
H -2.278 -0.700 -3.087
H -1.139 -0.675 -4.464
H -2.880 1.456 -4.085
O 1.124 3.855 2.566
C 2.088 3.242 2.861
O 2.461 2.003 2.455
C 3.742 1.677 2.904
C 4.191 2.940 3.632
F 5.160 3.583 2.823
O 3.024 3.723 3.719
H 3.641 0.857 3.627
H 4.265 1.311 2.004
H 4.688 2.763 4.573
O 2.006 -1.876 3.666
C 1.762 -2.910 3.094
O 0.596 -3.134 2.451
C 0.574 -4.508 2.059
C 2.099 -4.903 2.173
F 2.792 -4.753 0.995
O 2.632 -3.935 3.050
H -0.133 -5.026 2.722
H 0.425 -4.565 0.962
H 2.278 -5.906 2.520
O -3.400 2.459 2.618
C -2.970 1.390 2.638
O -3.172 0.398 1.735
C -2.614 -0.828 2.275
C -1.644 -0.350 3.414
F -0.339 -0.150 2.950
O -2.161 0.946 3.719
H -3.468 -1.466 2.566
H -2.056 -1.389 1.533
H -1.601 -0.906 4.322
O -0.195 -2.213 -1.139
C 0.247 -1.292 -0.513
O 1.490 -1.319 0.011
C 1.664 -0.104 0.710
C 0.629 0.832 0.109
F 1.069 1.524 -0.968
O -0.372 -0.108 -0.331
H 1.485 -0.313 1.767
H 2.575 0.409 0.489
H 0.120 1.469 0.810
C 3.853 3.966 -0.220
O 3.671 2.536 -0.140
H 4.915 4.096 -0.527
H 3.238 4.389 -1.028
H 3.689 4.495 0.715
H 2.794 2.329 -0.433
C -2.644 2.423 -1.248
O -3.210 2.732 -2.471
H -3.187 1.529 -0.882
H -1.587 2.174 -1.349
H -2.686 3.135 -0.417
H -4.043 3.220 -2.364
C 1.838 0.928 -3.968
O 0.425 0.970 -3.767
H 2.208 -0.092 -3.929
H 2.119 1.403 -4.921
H 2.421 1.530 -3.231
H 0.098 1.673 -4.339
C -3.355 -4.161 -0.418
O -3.066 -2.913 0.180
H -2.407 -4.679 -0.519
H -4.047 -4.744 0.201
H -3.857 -4.018 -1.379
H -2.275 -2.672 -0.333



What did the fourth record say?
73
Properties=species:S:1:pos:R:3 method="wB97M-V/def2-TZVPD" molar_mass_g_mol=904.71 orbital_gap_ev=2.0601 total_charge=+2
C -0.211 -0.235 4.487
C 0.876 -1.208 4.067
O 2.029 -1.034 4.394
O 0.530 -2.278 3.272
C -0.399 -3.179 3.893
C -0.986 -4.132 2.873
C -1.582 -3.434 1.636
C -2.205 -2.072 1.953
C -3.146 -1.577 0.863
C -2.531 -1.587 -0.542
Si -1.123 -0.345 -0.744
C 0.501 -1.278 -0.895
C 0.401 -2.574 -1.734
C 1.716 -3.243 -1.875
F 1.906 -4.363 -1.195
C 2.733 -2.777 -2.663
F 3.896 -2.434 -2.194
F 2.605 -2.588 -3.964
C -1.476 0.705 -2.329
C -0.476 0.424 -3.484
C 0.596 1.544 -3.724
F 0.253 2.663 -3.145
F 0.526 1.840 -5.149
C 2.049 1.194 -3.286
F 2.116 1.470 -1.994
F 2.276 -0.142 -3.381
S 3.460 2.095 -4.186
F 4.401 0.869 -3.908
F 2.971 1.374 -5.548
F 2.529 3.333 -4.416
F 3.956 2.729 -2.851
F 4.588 2.800 -4.969
O -1.108 0.522 0.673
Si -0.202 1.942 0.804
C -1.308 3.222 1.635
C -0.513 4.563 1.772
C -1.312 5.682 1.093
Cl -0.256 4.940 3.496
P 1.665 1.824 2.038
O 1.071 1.881 3.561
Br 2.572 -0.206 1.832
H -0.855 -0.614 5.271
H 0.272 0.674 4.816
H -0.787 0.031 3.601
H 0.135 -3.760 4.646
H -1.208 -2.657 4.402
H -0.187 -4.781 2.522
H -1.783 -4.705 3.336
H -0.777 -3.292 0.909
H -2.357 -4.046 1.175
H -2.815 -2.202 2.849
H -1.439 -1.351 2.215
H -3.449 -0.557 1.091
H -4.053 -2.178 0.877
H -3.317 -1.228 -1.217
H -2.267 -2.580 -0.902
H 0.777 -1.582 0.115
H 1.345 -0.689 -1.257
H -0.108 -2.456 -2.699
H -0.211 -3.271 -1.164
H -1.641 1.757 -2.116
H -2.445 0.341 -2.667
H -1.101 0.334 -4.409
H -0.040 -0.578 -3.313
H 0.180 2.509 -0.507
H -1.462 2.828 2.637
H -2.254 3.331 1.112
H 0.452 4.440 1.285
H -0.917 6.633 1.431
H -1.181 5.557 0.020
H -2.350 5.561 1.379
H 1.850 1.963 4.126
Sn 0.602 -0.363 -5.731



Repeat the third record exactly.
71
Properties=species:S:1:pos:R:3 method="wB97M-V/def2-TZVPD" molar_mass_g_mol=903.61 e_above_lowest_kj_mol=0.0 orbital_gap_ev=6.4692 total_charge=-2
Bi 1.564 -1.336 -0.135
C -0.316 1.868 -2.304
C -1.125 1.947 -1.016
C -2.602 2.183 -1.320
C -0.568 3.033 -0.103
O -0.955 0.677 -0.385
Si -1.662 -0.082 0.871
S -0.194 -1.249 1.795
O -3.007 -0.909 0.396
C -3.167 -2.027 -0.490
C -2.326 -1.845 -1.745
C -2.788 -3.315 0.230
C -4.649 -2.038 -0.849
O -2.278 1.081 1.868
C -3.231 0.989 2.920
C -4.631 1.122 2.325
C -3.098 -0.329 3.680
C -2.934 2.161 3.850
H -0.393 2.802 -2.865
H -0.677 1.047 -2.926
H 0.731 1.687 -2.060
H -2.731 3.141 -1.829
H -3.181 2.196 -0.395
H -2.991 1.390 -1.963
H -0.607 4.003 -0.606
H 0.468 2.802 0.151
H -1.152 3.086 0.817
H -1.264 -1.787 -1.505
H -2.606 -0.926 -2.265
H -2.458 -2.696 -2.415
H -1.734 -3.310 0.506
H -2.956 -4.173 -0.424
H -3.390 -3.426 1.136
H -4.922 -1.102 -1.341
H -5.252 -2.144 0.055
H -4.872 -2.869 -1.521
H -4.810 0.310 1.620
H -4.717 2.071 1.791
H -5.389 1.093 3.111
H -3.308 -1.174 3.023
H -3.804 -0.351 4.514
H -2.085 -0.442 4.068
H -2.997 3.098 3.295
H -1.924 2.067 4.250
H -3.646 2.190 4.678
F 7.839 1.392 2.366
C 7.310 1.692 1.166
C 6.189 1.101 0.733
N 5.644 1.372 -0.495
C 4.329 0.815 -0.786
C 3.220 1.564 -0.028
O 3.462 2.680 0.416
O 2.105 0.942 0.042
C 6.178 2.327 -1.322
O 5.723 2.642 -2.402
N 7.348 2.904 -0.840
C 7.993 2.687 0.368
O 9.010 3.289 0.663
H 5.657 0.367 1.329
H 4.332 -0.235 -0.488
H 4.151 0.888 -1.857
H 7.750 3.606 -1.441
F 1.621 -6.411 -1.673
C 1.751 -5.354 -2.490
F 2.942 -4.798 -2.252
F 1.770 -5.828 -3.751
S 0.377 -4.146 -2.264
O -0.798 -4.927 -2.571
O 0.709 -3.092 -3.195
O 0.513 -3.772 -0.861
Se 3.508 -2.222 1.146